Molecular formula: C20H22N2O3
Method: DFT, the ωB97M-V functional and the def2-TZVPD basis

```
47
C20H22N2O3 | the Open Molecules 2025 dataset | the ωB97M-V functional and the def2-TZVPD basis
C 0.69116 -2.77637 0.39666
H 2.38213 1.34489 -3.82095
O -0.40370 1.75475 1.52802
H 1.82500 0.99096 4.29370
H 0.14684 3.12309 -0.62116
H 3.11962 -0.44708 -2.28845
C 1.22926 2.35340 -2.31706
C 0.45800 -1.55228 2.44887
O -2.57189 -1.21797 0.38177
H 0.15861 1.02787 3.67198
C 1.05346 -0.95961 3.69844
N 1.58796 0.93626 2.22257
C 2.07964 0.35146 -0.59948
H -5.10493 -0.74459 0.02893
H -0.93117 -2.69669 -3.20214
H 1.27400 -3.40515 -0.26059
H -3.64251 -0.64944 2.05784
H -0.78576 -0.09041 -1.59455
C 1.14268 0.57250 3.54870
H -0.78091 -0.21675 -3.35983
H 0.50659 -2.09461 -2.33424
H 2.38075 -0.45761 0.04969
C 1.21408 -2.35185 1.60802
C -1.35666 -1.58091 0.84565
C 0.81336 2.35689 -0.98841
C -0.57335 -2.38626 -0.00457
C -1.12786 -0.68271 -2.44070
C 0.79369 3.37117 -3.19882
C -4.51009 0.13918 0.24395
H -2.67717 0.64030 1.27949
C 2.48202 0.34498 -1.92515
C -0.83252 -1.19923 2.07347
H 2.05098 -1.37296 3.86030
H 0.44235 -1.19227 4.57180
C -0.59395 -2.10834 -2.34495
H 2.48816 0.58654 1.93444
H -4.17931 0.57252 -0.69591
H -2.21403 -0.69882 -2.43238
C -3.30798 -0.23894 1.09461
H -5.12228 0.86391 0.77290
H -1.41550 -0.58377 2.73888
C 0.72075 1.36457 1.27664
O -1.08661 -2.80402 -1.21542
C 2.06967 1.34314 -2.78727
C 1.25011 1.36315 -0.12239
N 0.44918 4.19167 -3.92066
H 2.21364 -2.64877 1.89390
```

As for the HOMO energy: -8.4 eV. Its relative energy (zero: lowest compared OMol25 entry of this formula, charge and spin) is 1.9092 eV. The max |F| is 0.92 eV/Å. As for the charge: 0. The value obtained for the orbital gap is 8.467 eV. As for the spin multiplicity: 1.

Here are the natural (NBO) charges for atoms 1 to 2, given in e: -0.245, 0.229

=====

Molecular formula: C20H22N2O3S
Method: DFT, the ωB97M-V functional and the def2-TZVPD basis

```
48
C20H22N2O3S | the Open Molecules 2025 dataset | the ωB97M-V functional and the def2-TZVPD basis
H -1.26302 0.11146 2.53967
N 6.41808 -1.03512 -0.55977
C 3.08350 -0.44126 0.55787
H 4.67163 1.70489 -0.85625
H -2.75991 -0.45952 -2.67651
H -3.56824 -2.74367 -2.26900
C -3.93476 0.41852 -1.11853
H -6.03411 -1.30334 0.90328
O -0.84500 2.18876 2.12718
H -2.15873 3.30273 -0.43350
H -0.82083 1.36156 -1.12845
H 8.28886 0.22247 -1.73799
C 2.17344 0.61194 0.50028
H -2.75905 -1.69211 1.68542
C -3.43654 1.81698 -1.35075
C -3.93165 -1.92919 -1.65962
C -5.31341 -1.12078 0.11948
H 7.72239 1.78694 -1.11828
C -2.45165 2.25695 -0.26531
C 0.51664 -0.68734 1.69577
C 7.43639 0.89104 -1.66655
H 3.39249 -2.44437 1.24557
O 5.24763 -1.36807 0.02849
H -0.78824 -1.47721 3.17151
O 0.63042 2.98889 0.33855
S -0.14265 1.91760 0.90881
H -5.20953 -3.17510 -0.47790
H 1.15265 -2.65276 2.24117
H -5.22508 0.98206 0.49161
C 6.32173 0.20303 -0.97144
H -2.90553 2.18363 0.72436
C 2.69387 -1.62348 1.19202
H -1.37060 -2.50982 0.96264
H -4.27550 2.51599 -1.34209
H 7.12592 1.18937 -2.66661
C -0.85264 -0.85997 2.27276
C -1.77208 -1.54211 1.25660
H 2.42429 1.55156 0.03588
H -2.94727 1.88138 -2.32519
C 4.40662 -0.31528 -0.01909
C 1.43655 -1.73492 1.74754
H -1.87334 -0.92047 0.37174
C -3.47635 -0.64186 -1.88781
N -1.27954 1.39435 -0.22689
C 0.91833 0.47969 1.05771
C -4.85791 0.16423 -0.11147
C -4.85148 -2.17182 -0.65513
C 5.04317 0.72362 -0.65178
```

As for the HOMO energy: -8.7 eV. Its relative energy (zero: lowest compared OMol25 entry of this formula, charge and spin) is 2.4445 eV. The max |F| is 1.33 eV/Å. As for the charge: 0. The value obtained for the orbital gap is 8.937 eV. As for the spin multiplicity: 1.

Here are the natural (NBO) charges for atoms 1 to 2, given in e: 0.245, -0.131